# 1
Density functional theory data (ωB97M-V/def2-TZVPD) for a cluster of 2 separate species, C29H41N4O5PSi in total in a non-equilibrium geometry.

The HOMO-LUMO gap is 0.2774 Eh. As for the lowest unoccupied orbital energy: -0.663 eV. As for the multiplicity: 1. Its total charge is 0. The largest force on an atom comes out at 1.709 eV/Å. The molar mass comes out at 584.730 g/mol.

CARTESIAN COORDINATES (ANGSTROEM)
1 C 3.0244 -4.5927 -1.4566
2 C 3.2356 -3.5942 -0.3478
3 O 3.4414 -3.9861 0.7690
4 N 3.2258 -2.1827 -0.5864
5 C 3.6783 -1.7541 -1.9229
6 C 2.0803 -1.4993 -0.0490
7 C 0.8229 -1.4719 -0.6733
8 P 0.5277 -2.4132 -2.2300
9 C -0.9313 -1.6004 -2.9906
10 O -0.1356 -3.8455 -1.7115
11 C -0.2201 -0.7262 -0.1103
12 C 0.0017 -0.0857 1.0872
13 C 1.2219 -0.1436 1.7413
14 C 2.2999 -0.8230 1.1826
15 C 3.6449 -0.8523 1.8681
16 C 4.4102 0.4811 1.8476
17 C 4.2282 1.3079 0.5608
18 C 3.3281 2.5150 0.7917
19 N 2.6962 3.0326 -0.4108
20 C 3.3321 3.5557 -1.5066
21 C 2.3783 3.9721 -2.3982
22 C 1.1109 3.6942 -1.8301
23 C 1.3558 3.1075 -0.6126
24 C 1.0662 0.5877 3.0419
25 O 1.8989 1.0251 3.7693
26 N -0.3532 0.7436 3.2568
27 C -0.9462 -0.3488 4.0491
28 C -2.4408 -0.1066 4.2774
29 O -3.1790 -0.9897 3.4418
30 Si -4.7005 -0.5637 2.8857
31 C -4.6442 -0.2893 1.0238
32 C -5.4137 0.9381 3.7368
33 C -5.8494 -2.0219 3.2198
34 C -0.9098 0.7462 1.9211
35 O -1.8545 1.3913 1.5892
36 H 2.7150 -4.1796 -2.4070
37 H 3.9402 -5.1721 -1.5479
38 H 2.2604 -5.2780 -1.1022
39 H 4.7657 -1.7314 -1.9261
40 H 3.3383 -0.7342 -2.0873
41 H 3.2878 -2.3480 -2.7411
42 H -1.8057 -2.2429 -2.9417
43 H -1.1915 -0.6555 -2.5187
44 H -0.6799 -1.3619 -4.0188
45 H -0.4828 -3.7904 -0.8123
46 H -1.1947 -0.6739 -0.5691
47 H 3.4701 -1.1657 2.8967
48 H 4.2587 -1.5978 1.3873
49 H 5.4668 0.2467 1.9574
50 H 4.1523 1.1069 2.6984
51 H 3.8927 0.7028 -0.2795
52 H 5.2091 1.6922 0.2809
53 H 2.5311 2.3179 1.5014
54 H 3.9231 3.3218 1.2202
55 H 4.4049 3.6002 -1.5501
56 H 2.5710 4.4280 -3.3534
57 H 0.1538 3.9078 -2.2684
58 H 0.6047 2.7986 0.0946
59 H -0.4352 -0.4268 5.0052
60 H -0.8313 -1.3114 3.5414
61 H -2.6734 -0.3045 5.3228
62 H -2.6313 0.9392 4.0486
63 H -4.6629 0.7814 0.8229
64 H -5.4490 -0.8034 0.5100
65 H -3.6805 -0.6392 0.6550
66 H -4.7305 1.7849 3.6460
67 H -6.3145 1.2255 3.1970
68 H -5.6104 0.7986 4.7963
69 H -6.5416 -2.1207 2.3853
70 H -5.3115 -2.9525 3.3738
71 H -6.4622 -1.7948 4.0915
72 C -1.0046 2.0360 -4.8871
73 C -1.6387 1.6907 -6.1122
74 C -2.9787 1.5645 -5.8559
75 N -3.1776 1.8172 -4.5252
76 C -1.9806 2.1100 -3.9316
77 H 0.0443 2.2099 -4.7111
78 H -1.1657 1.5510 -7.0695
79 H -3.8024 1.3167 -6.5028
80 H -4.0639 1.7893 -4.0570
81 H -1.9201 2.3400 -2.8809

Mulliken charges, unit e, in atom order:
1. C -1.237
2. C 0.819
3. O -0.567
4. N 0.706
5. C -1.070
6. C -0.756
7. C 0.477
8. P 0.195
9. C -1.003
10. O -0.522
11. C 0.218
12. C -0.324
13. C 0.205
14. C -0.031
15. C -1.180
16. C -0.976
17. C -0.209
18. C -0.877
19. N 0.343
20. C -0.300
21. C -0.909
22. C -0.588
23. C -0.520
24. C -0.064
25. O -0.526
26. N 0.027
27. C -0.469
28. C -0.621
29. O -0.327
30. Si 0.636
31. C -0.611
32. C -1.190
33. C -1.207
34. C 0.027
35. O -0.512
36. H 0.240
37. H 0.358
38. H 0.365
39. H 0.341
40. H 0.383
41. H 0.377
42. H 0.383
43. H 0.181
44. H 0.409
45. H 0.363
46. H 0.703
47. H 0.502
48. H 0.249
49. H 0.622
50. H 0.315
51. H 0.069
52. H 0.516
53. H 0.346
54. H 0.266
55. H 0.402
56. H 0.450
57. H 0.595
58. H 0.462
59. H 0.552
60. H 0.275
61. H 0.386
62. H 0.239
63. H 0.268
64. H 0.446
65. H -0.194
66. H 0.336
67. H 0.407
68. H 0.353
69. H 0.351
70. H 0.297
71. H 0.322
72. C 0.034
73. C -0.852
74. C -0.509
75. N -0.035
76. C -0.685
77. H 0.530
78. H 0.384
79. H 0.409
80. H 0.196
81. H 0.538

# 2
Density functional theory data (ωB97M-V/def2-TZVPD) for the molecule C5H7N.

The HOMO-LUMO gap is 0.2848 Eh. As for the lowest unoccupied orbital energy: 0.315 eV. As for the multiplicity: 1. The calculation puts the energy above the lowest of the compared OMol25 structures with the same formula, charge and spin at 101.2 kcal/mol. Its total charge is 0. The largest force on an atom comes out at 0.768 eV/Å. The molar mass comes out at 81.118 g/mol.

CARTESIAN COORDINATES (ANGSTROEM)
1 C -1.7078 -0.9938 0.1839
2 C -0.6098 -0.1256 -0.2984
3 C 1.3771 1.0547 0.1402
4 C 0.9034 -0.3730 -0.3778
5 C -0.4737 1.1903 -0.2282
6 N 0.2464 2.1923 -0.1688
7 H -1.3639 -1.6411 1.0006
8 H -2.5146 -0.3638 0.5711
9 H -2.1189 -1.6286 -0.6064
10 H 1.5193 1.0219 1.2214
11 H 2.2187 1.4784 -0.3965
12 H 1.2202 -1.1606 0.3253
13 H 1.3037 -0.6513 -1.3663

natural (NBO) charges, unit e, in atom order:
1. C -0.607
2. C -0.308
3. C -0.172
4. C -0.381
5. C 0.486
6. N -0.483
7. H 0.205
8. H 0.219
9. H 0.210
10. H 0.201
11. H 0.220
12. H 0.211
13. H 0.199

# 3
Density functional theory data (ωB97M-V/def2-TZVPD) for a cluster of 2 separate species, C5H6O2 in total.

The HOMO-LUMO gap is 0.3926 Eh. As for the lowest unoccupied orbital energy: 0.687 eV. As for the multiplicity: 1. The calculation puts the energy above the lowest of the compared OMol25 structures with the same formula, charge and spin at 76.7 kcal/mol. Its total charge is 0. The largest force on an atom comes out at 0.965 eV/Å. The molar mass comes out at 98.101 g/mol.

CARTESIAN COORDINATES (ANGSTROEM)
1 C -0.2334 -0.1272 2.7140
2 C 0.1643 0.3621 1.6842
3 C 0.5891 0.9159 0.3978
4 C 1.2694 -0.0135 -0.5506
5 O 1.4193 0.3054 -1.7072
6 H -0.5026 -0.4942 3.6812
7 H 1.4178 1.6325 0.5106
8 H -0.2014 1.4341 -0.1437
9 H 1.7276 -0.8898 -0.0686
10 C -1.4159 -0.7782 -1.6402
11 O -1.0586 -1.7233 -0.9743
12 H -0.6870 -0.0838 -2.1055
13 H -2.4886 -0.5401 -1.7977

natural (NBO) charges, unit e, in atom order:
1. C -0.207
2. C -0.028
3. C -0.600
4. C 0.468
5. O -0.540
6. H 0.241
7. H 0.271
8. H 0.255
9. H 0.136
10. C 0.265
11. O -0.503
12. H 0.134
13. H 0.109

# 4
Density functional theory data (ωB97M-V/def2-TZVPD) for a cluster of 2 separate species, C3H9N in total in a non-equilibrium geometry.

The HOMO-LUMO gap is 0.3928 Eh. As for the lowest unoccupied orbital energy: 1.262 eV. As for the multiplicity: 1. The calculation puts the energy above the lowest of the compared OMol25 structures with the same formula, charge and spin at 47.5 kcal/mol. Its total charge is 0. The largest force on an atom comes out at 4.896 eV/Å. The molar mass comes out at 59.112 g/mol.

CARTESIAN COORDINATES (ANGSTROEM)
1 C -6.1492 1.5914 -1.3293
2 N -5.5342 1.8162 -0.2346
3 H -7.1404 1.6511 -1.6072
4 H -5.7158 1.1929 -2.2946
5 H -4.5799 1.6404 0.0592
6 C 3.5388 -1.3098 1.4105
7 C 3.7769 -0.6553 0.0151
8 H 2.8517 -0.6250 1.9214
9 H 4.4845 -1.4245 1.9154
10 H 3.0443 -2.3367 1.2891
11 H 3.9020 0.3832 -0.0522
12 H 4.6941 -1.0350 -0.5004
13 H 2.8274 -0.8890 -0.5924

natural (NBO) charges, unit e, in atom order:
1. C -0.012
2. N -0.633
3. H 0.159
4. H 0.112
5. H 0.373
6. C -0.608
7. C -0.607
8. H 0.206
9. H 0.204
10. H 0.205
11. H 0.203
12. H 0.200
13. H 0.197